# 1
{"formula": "C21H23AsNO2SV", "method": "ωB97M-V with the def2-TZVPD basis set", "symbols": ["As", "V", "S", "O", "O", "N", "C", "C", "C", "C", "C", "C", "C", "C", "C", "C", "C", "C", "C", "C", "C", "C", "C", "C", "C", "C", "C", "H", "H", "H", "H", "H", "H", "H", "H", "H", "H", "H", "H", "H", "H", "H", "H", "H", "H", "H", "H", "H", "H", "H"], "positions_angstrom": [[-0.04, -0.34, -0.89], [-2.33, 0.66, -0.71], [-3.08, -1.40, -0.78], [-2.12, 1.28, 1.09], [-2.73, 1.47, -2.56], [-1.71, 2.47, 2.98], [1.80, 0.78, 2.68], [1.59, -0.32, 3.51], [-1.73, 2.52, 4.44], [-1.21, 3.66, 2.28], [0.48, -1.47, 1.71], [-2.17, -3.83, -1.58], [-0.45, -2.15, -1.36], [0.70, -0.37, 0.89], [0.94, -1.44, 3.03], [1.98, 1.04, -4.25], [3.67, 0.53, -2.61], [1.35, 0.25, -2.07], [1.35, 0.76, 1.37], [0.14, -4.37, -2.05], [0.99, 0.68, -3.35], [-2.10, 1.41, 2.35], [3.31, 0.97, -3.88], [-1.19, -4.75, -1.97], [-1.79, -2.53, -1.28], [0.51, -3.07, -1.75], [2.69, 0.17, -1.70], [-2.44, 0.56, 2.96], [-0.02, -2.36, 1.34], [4.71, 0.47, -2.33], [-0.33, 4.02, 2.81], [-1.48, -5.76, -2.20], [-2.04, 3.51, 4.75], [1.96, -0.31, 4.53], [4.08, 1.25, -4.59], [-2.17, 1.93, -3.20], [2.34, 1.64, 3.06], [-0.05, 0.70, -3.66], [1.71, 1.37, -5.25], [0.78, -2.30, 3.67], [-3.58, 1.28, -2.98], [1.55, -2.77, -1.82], [-0.94, 3.41, 1.26], [0.89, -5.09, -2.35], [-3.20, -4.13, -1.51], [2.97, -0.17, -0.71], [-2.43, 1.79, 4.83], [1.53, 1.61, 0.73], [-1.98, 4.43, 2.29], [-0.73, 2.32, 4.83]], "lowdin_spin": [-0.01, 2.13, -0.14, 0.01, 0.02, 0.02, 0.00, 0.00, 0.00, 0.00, 0.00, -0.01, -0.01, 0.00, 0.00, 0.00, 0.00, 0.00, 0.00, -0.01, 0.00, 0.00, 0.00, 0.00, 0.01, 0.00, 0.00, 0.00, 0.00, 0.00, 0.00, 0.00, 0.00, 0.00, 0.00, 0.00, 0.00, 0.00, 0.00, 0.00, 0.00, 0.00, 0.00, 0.00, 0.00, 0.00, 0.00, 0.00, 0.00, 0.00], "orbital_gap_ev": [7.144, 8.000], "charge": 2, "lumo_ha": [-0.2698, -0.2379], "multiplicity": 3}

# 2
{"formula": "C21H23BBrCoF4N2SeSi", "method": "ωB97M-V with the def2-TZVPD basis set", "symbols": ["Br", "Se", "Co", "Si", "F", "F", "F", "F", "N", "N", "C", "C", "C", "C", "C", "C", "C", "C", "C", "C", "C", "C", "C", "C", "C", "C", "C", "C", "C", "C", "C", "B", "H", "H", "H", "H", "H", "H", "H", "H", "H", "H", "H", "H", "H", "H", "H", "H", "H", "H", "H", "H", "H", "H", "H"], "positions_angstrom": [[2.12, -5.13, 1.34], [2.00, 2.00, -1.85], [0.46, 1.17, -0.30], [4.06, 1.81, -0.92], [1.33, 4.14, 1.49], [-0.35, 3.22, 0.16], [-0.68, 3.50, 2.43], [0.77, 1.89, 1.60], [1.40, -0.68, 0.26], [-1.20, 0.44, -0.75], [4.07, 1.23, 0.84], [-4.60, 2.85, -0.08], [5.01, 0.60, -1.98], [-2.55, -2.38, -1.46], [1.69, -2.39, 1.91], [-2.32, -1.59, -0.33], [1.46, -1.07, 1.54], [1.79, -2.93, -0.42], [-2.13, -2.18, 0.91], [-2.29, -0.10, -0.45], [-2.16, -3.57, 1.03], [-3.53, 0.71, -0.23], [-4.73, 0.07, 0.07], [-2.38, -4.35, -0.10], [-2.57, -3.76, -1.34], [4.80, 3.51, -1.01], [-3.46, 2.10, -0.30], [-5.81, 2.21, 0.22], [1.84, -3.32, 0.90], [1.57, -1.60, -0.70], [-5.87, 0.83, 0.29], [0.26, 3.29, 1.46], [1.53, -1.22, -1.71], [1.91, -3.65, -1.23], [-6.81, 0.34, 0.52], [3.20, 1.60, 1.39], [-4.56, 3.93, -0.13], [-2.02, -4.03, 2.00], [4.22, 4.18, -0.38], [6.07, 0.54, -1.68], [-2.40, -5.43, -0.01], [4.77, 3.89, -2.04], [-2.70, -1.90, -2.42], [1.34, -0.29, 2.28], [-2.75, -4.37, -2.21], [1.73, -2.66, 2.95], [4.08, 0.14, 0.90], [4.57, -0.39, -1.88], [-1.95, -1.56, 1.78], [-2.52, 2.59, -0.51], [-4.78, -1.01, 0.13], [4.97, 0.89, -3.03], [5.84, 3.50, -0.67], [4.97, 1.60, 1.34], [-6.70, 2.80, 0.39]], "lowdin_spin": [0.00, 0.18, 2.75, 0.03, 0.00, 0.03, 0.00, 0.04, 0.05, 0.67, 0.00, 0.00, 0.00, 0.01, 0.00, 0.04, 0.00, 0.00, 0.01, 0.11, 0.00, 0.04, 0.00, 0.00, 0.00, 0.01, 0.00, 0.00, 0.00, 0.00, 0.00, 0.00, 0.00, 0.00, 0.00, 0.00, 0.00, 0.00, 0.00, 0.00, 0.00, 0.00, 0.00, 0.00, 0.00, 0.00, 0.00, 0.00, 0.00, 0.00, 0.00, 0.00, 0.00, 0.00, 0.00], "orbital_gap_ev": [7.427, 6.106], "lumo_ha": [-0.0159, -0.0611], "multiplicity": 5}